Density functional theory data (ωB97M-V/def2-TZVPD) for 3 unconnected molecules or ions with the total composition C34H31BF12N2O2S in a non-equilibrium geometry.

Structure (ORCA input):
```
! wB97M-V def2-TZVPD RIJCOSX def2/J DEFGRID3
* xyz 0 1
C -4.713 0.208 -0.767
C -3.378 -0.088 -1.316
C -2.796 -1.309 -1.604
C -1.447 -1.213 -2.024
C -0.989 0.098 -2.038
B -2.689 1.566 2.473
C 0.107 0.613 -2.851
C 0.252 2.002 -3.043
C 1.373 2.514 -3.676
C 1.622 3.993 -3.751
F 1.761 4.453 -5.029
F 0.639 4.724 -3.151
F 2.799 4.318 -3.094
C 2.327 1.679 -4.251
C 2.180 0.310 -4.090
C 3.251 -0.604 -4.627
F 3.591 -1.558 -3.696
F 2.850 -1.268 -5.757
F 4.403 0.069 -4.942
C 1.080 -0.236 -3.425
O -2.713 2.909 2.708
C -4.088 3.187 3.185
C -4.767 1.826 3.311
O -3.761 0.834 2.893
S -2.264 1.202 -1.617
H -5.382 -0.640 -0.948
H -4.676 0.409 0.314
H -5.126 1.104 -1.246
H -3.345 -2.240 -1.497
H -0.832 -2.064 -2.290
H -0.500 2.695 -2.669
H 3.172 2.090 -4.796
H 0.992 -1.319 -3.325
H -4.029 3.719 4.141
H -4.582 3.814 2.430
H -5.070 1.594 4.335
H -5.620 1.736 2.627
C 4.710 1.882 -1.565
N 3.769 2.595 -0.731
C 4.189 3.877 -0.181
C 4.582 3.703 1.260
F 5.038 4.840 1.851
F 3.510 3.252 1.998
F 5.561 2.743 1.361
C 2.563 2.035 -0.429
C 1.471 2.824 0.014
C 0.305 2.228 0.441
C 0.148 0.833 0.347
C -1.132 0.245 0.627
C -1.163 -1.025 1.329
C -2.338 -1.814 1.377
C -2.337 -3.102 1.880
C -1.201 -3.588 2.581
N -1.155 -4.834 3.130
C -0.236 -5.140 4.201
C -1.968 -5.945 2.661
C -1.308 -6.545 1.460
F -1.869 -7.695 1.013
F -1.327 -5.636 0.423
F 0.020 -6.797 1.717
C -0.069 -2.738 2.702
C -0.055 -1.498 2.100
C 1.238 0.035 -0.088
C 2.417 0.626 -0.478
H 4.252 1.609 -2.532
H 5.575 2.524 -1.761
H 5.056 0.958 -1.073
H 5.058 4.229 -0.745
H 3.371 4.602 -0.217
H 1.542 3.908 -0.039
H -0.512 2.828 0.851
H -1.937 1.024 1.178
H -3.251 -1.424 0.926
H -3.219 -3.739 1.783
H -0.180 -4.291 4.901
H -0.601 -6.024 4.741
H 0.783 -5.341 3.825
H -2.001 -6.697 3.454
H -2.961 -5.611 2.363
H 0.813 -3.097 3.246
H 0.850 -0.897 2.206
H 1.132 -1.050 -0.156
H 3.237 0.005 -0.850
*
```

Calculated values
HOMO-LUMO gap = 0.2025 Eh
LUMO energy = -0.560 eV
HOMO level = -0.2231 hartree


Density functional theory data (ωB97M-V/def2-TZVPD) for a molecular structure, C34H31Cl5FeN6O3S in a non-equilibrium geometry.

Structure (ORCA input):
```
! wB97M-V def2-TZVPD RIJCOSX def2/J DEFGRID3
* xyz 1 2
Fe 0.009 -0.060 0.018
Cl 3.632 0.283 5.676
C 3.122 0.212 4.047
C 4.111 0.149 3.004
Cl 5.766 0.161 3.421
C 3.739 0.078 1.685
Cl 4.886 -0.009 0.412
C 2.366 0.067 1.344
O 1.933 -0.012 0.156
C 1.357 0.147 2.393
O 0.139 0.136 2.041
C 1.785 0.212 3.749
Cl 0.576 0.281 4.962
N -3.712 1.603 0.034
C -4.806 0.695 0.016
C -6.097 1.179 -0.020
C -7.170 0.296 -0.036
C -6.942 -1.067 -0.022
C -5.638 -1.548 0.009
C -4.575 -0.666 0.031
S -2.929 -1.308 0.148
N -1.967 0.076 -0.125
C -2.415 1.265 -0.065
C -1.398 2.351 -0.126
C -1.684 3.697 -0.103
C -0.639 4.612 -0.103
C 0.659 4.149 -0.161
C 0.867 2.780 -0.216
N -0.139 1.910 -0.188
H -3.939 2.578 0.090
H -6.269 2.250 -0.035
H -8.181 0.678 -0.060
H -7.774 -1.758 -0.033
H -5.443 -2.614 0.029
H -2.704 4.056 -0.081
H -0.841 5.673 -0.060
H 1.500 4.828 -0.164
H 1.858 2.353 -0.288
C 2.979 -5.931 -3.596
C 2.309 -5.438 -2.304
C 2.655 -3.941 -2.155
C 2.959 -6.168 -1.123
C 0.751 -5.670 -2.376
O 0.149 -4.637 -3.182
C 0.297 -7.026 -2.992
C -0.066 -8.223 -2.095
C 1.091 -8.908 -1.411
C 1.180 -8.964 -0.027
C 2.243 -9.599 0.602
C 3.226 -10.195 -0.167
Cl 4.552 -11.000 0.606
C 3.155 -10.166 -1.552
C 2.087 -9.528 -2.162
C 0.038 -5.536 -1.030
N 0.173 -4.224 -0.400
C -0.240 -3.039 -0.834
N 0.082 -2.113 0.057
C 0.699 -2.818 1.051
N 0.763 -4.102 0.812
H 4.013 -5.585 -3.616
H 2.494 -5.548 -4.501
H 3.005 -7.020 -3.652
H 3.731 -3.820 -2.287
H 2.419 -3.558 -1.161
H 2.155 -3.317 -2.895
H 4.039 -6.007 -1.166
H 2.787 -7.244 -1.155
H 2.612 -5.782 -0.161
H 0.541 -4.665 -4.061
H 1.031 -7.358 -3.725
H -0.607 -6.778 -3.551
H -0.548 -8.949 -2.755
H -0.817 -7.949 -1.352
H 0.408 -8.504 0.583
H 2.307 -9.636 1.681
H 3.925 -10.646 -2.142
H 2.028 -9.516 -3.246
H 0.430 -6.256 -0.318
H -1.023 -5.725 -1.190
H -0.728 -2.889 -1.782
H 1.075 -2.376 1.958
*
```

Calculated values
HOMO-LUMO gap (alpha / beta) = 0.2521 / 0.2306 Eh
LUMO energy (alpha / beta) = -3.469 / -4.257 eV
HOMO level (alpha / beta) = -0.3796 / -0.3871 hartree